A molecular structure, C33H50Cl3GeNO3RbS3SeSi. Source: OMol25; level of theory: ωB97M-V/def2-TZVPD.

Last column: Mulliken charge in e.
Element x y z (Å)
Rb (-0.019221, -1.302749, -0.512028)  0.195
C (-3.637353, 1.099394, -4.359475)  -0.295
C (-2.533537, 2.043885, -3.898668)  -0.931
S (-1.125066, 1.228185, -3.079999)  0.242
C (0.222416, 1.621700, -4.213352)  -1.042
C (0.179314, 0.914312, -5.563646)  -0.760
S (0.425040, -0.879096, -5.425125)  0.009
C (-1.118698, -1.589411, -6.039325)  -0.518
C (-2.393207, -1.322386, -5.246165)  -0.252
S (-3.268776, 0.155846, -5.854688)  -0.261
H (-4.524711, 1.687620, -4.607550)  0.490
H (-3.935395, 0.417295, -3.561457)  -0.204
H (-2.953939, 2.755163, -3.184436)  0.286
H (-2.149450, 2.614381, -4.746038)  0.570
H (1.125722, 1.328680, -3.672470)  0.554
H (0.274393, 2.705373, -4.356296)  0.357
H (0.981188, 1.320096, -6.186598)  0.495
H (-0.764171, 1.108545, -6.071338)  0.228
H (-0.891729, -2.657086, -6.004853)  0.162
H (-1.258813, -1.324715, -7.090564)  0.363
H (-2.185224, -1.202050, -4.184026)  -0.070
H (-3.068475, -2.172259, -5.351790)  0.541
O (2.416124, -2.692251, -0.217444)  0.216
C (2.687032, -2.711696, 1.178217)  3.181
C (1.964417, -1.459549, 1.831725)  -0.250
O (1.708468, -1.550460, 3.039920)  -0.778
O (1.774794, -0.493040, 1.061622)  -0.871
C (2.195834, -4.046400, 1.722952)  -0.350
C (0.865171, -4.217545, 2.097676)  -0.429
C (0.378821, -5.470233, 2.431489)  -0.992
C (1.218845, -6.575678, 2.405571)  -0.394
C (2.544107, -6.416932, 2.038103)  -0.892
C (3.026157, -5.161080, 1.697457)  -0.039
C (4.155793, -2.457621, 1.464321)  -0.652
C (4.651257, -2.630356, 2.755831)  -0.067
C (5.977847, -2.354286, 3.039629)  -0.931
C (6.828020, -1.899668, 2.038673)  -0.329
C (6.335718, -1.715854, 0.756723)  -0.842
C (5.004083, -1.986826, 0.469012)  -0.381
H (2.944277, -3.362599, -0.676512)  0.286
H (0.206693, -3.360317, 2.153132)  0.455
H (-0.662093, -5.581159, 2.708361)  0.441
H (0.835930, -7.556670, 2.660028)  0.371
H (3.205181, -7.274123, 1.996002)  0.354
H (4.058980, -5.052205, 1.389441)  0.384
H (3.976713, -2.965073, 3.532997)  0.483
H (6.349816, -2.491456, 4.048390)  0.373
H (7.866851, -1.684810, 2.262018)  0.378
H (6.986090, -1.354008, -0.030827)  0.408
H (4.617734, -1.826971, -0.529476)  0.507
Cl (2.117417, -5.513773, -2.101749)  -0.484
Ge (1.219720, -3.623841, -3.054667)  0.319
Cl (3.264762, -2.630306, -3.500178)  -0.490
Cl (0.874057, -4.547452, -5.127000)  -0.520
C (-3.210353, 4.458817, 1.363366)  -1.790
C (-2.526435, 3.493755, 0.385667)  2.834
C (-1.812774, 4.315391, -0.693974)  -2.031
C (-3.616148, 2.694375, -0.341708)  -1.675
Si (-1.297071, 2.277715, 1.276010)  -0.854
C (-2.092247, 1.385677, 2.798205)  2.989
C (-2.093410, 2.263302, 4.057486)  -1.770
C (-3.538266, 0.957711, 2.520672)  -2.134
C (-1.311325, 0.091401, 3.077370)  -2.067
C (0.404133, 3.130609, 1.667942)  2.873
C (1.237667, 3.205258, 0.379488)  -1.698
C (1.246160, 2.326237, 2.667605)  -1.872
C (0.224364, 4.542800, 2.242225)  -1.965
H (-3.854989, 5.149881, 0.803860)  0.537
H (-2.497037, 5.061060, 1.929664)  0.274
H (-3.844203, 3.928633, 2.075288)  0.294
H (-2.560159, 4.900369, -1.245805)  0.563
H (-1.303729, 3.667585, -1.411236)  0.023
H (-1.086023, 5.019623, -0.288236)  0.383
H (-4.292238, 3.391641, -0.854861)  0.544
H (-4.217105, 2.073202, 0.316925)  0.323
H (-3.185879, 2.018941, -1.081070)  -0.037
H (-2.671945, 3.180362, 3.918825)  0.292
H (-1.089929, 2.543199, 4.377049)  0.291
H (-2.553564, 1.705796, 4.882615)  0.522
H (-4.214774, 1.809300, 2.423166)  0.443
H (-3.891889, 0.352681, 3.362928)  0.556
H (-3.623390, 0.341341, 1.623712)  0.179
H (-0.246140, 0.217346, 3.255309)  0.362
H (-1.421122, -0.604704, 2.241337)  0.130
H (-1.741390, -0.406273, 3.954358)  0.549
H (1.477885, 2.201350, 0.024289)  0.206
H (2.186936, 3.711092, 0.595411)  0.497
H (0.746789, 3.749977, -0.427252)  0.358
H (1.442898, 1.312785, 2.319359)  0.017
H (0.791498, 2.278019, 3.657092)  0.304
H (2.214290, 2.830608, 2.780875)  0.586
H (-0.268745, 5.227544, 1.550667)  0.343
H (1.210852, 4.965312, 2.472464)  0.524
H (-0.350253, 4.531183, 3.171566)  0.276
Se (-3.621062, -1.063360, -1.292906)  -0.374
C (-3.959609, -2.203932, 0.122365)  0.290
N (-4.165232, -2.920091, 1.010368)  -0.720

Forces on atoms 1 to 3 (eV/Å):
Rb -0.90 -0.13 -0.78
C 0.00 -0.01 0.09
C -0.01 0.02 0.07

Properties
E_LUMO (spin up / spin down) ... 3.506 / 3.504 eV
Kohn-Sham gap (spin up / spin down) ... 6.1179 / 6.5366 eV
Energy ... -243141.353 eV
Total charge ... -2
E_HOMO (spin up / spin down) ... -2.612 / -3.032 eV
Spin multiplicity ... 2
F_max ... 1.20 eV/Å
Relative energy (zero: lowest compared OMol25 entry of this formula, charge and spin) ... 15.7 kcal/mol

---

2 unconnected molecules or ions with the total composition C5H13NO. Source: OMol25; level of theory: ωB97M-V/def2-TZVPD.

Last column: Mulliken charge in e.
Element x y z (Å)
C (-1.076921, 2.126644, 1.287426)  -1.087
C (0.383918, 1.857279, 0.901587)  -0.271
C (1.006948, 0.769682, 1.731819)  0.497
N (0.518848, -0.488657, 1.596271)  -0.355
O (1.985962, 0.974398, 2.429725)  -0.632
H (-1.219642, 2.137377, 2.365615)  0.314
H (-1.736252, 1.372850, 0.857815)  0.289
H (-1.370718, 3.117033, 0.938155)  0.335
H (0.402646, 1.561404, -0.151717)  0.211
H (0.991329, 2.746877, 1.000451)  0.292
H (1.063980, -1.233613, 1.994919)  0.207
H (-0.388212, -0.734406, 1.244631)  0.214
C (0.650675, -1.867865, -2.321060)  -0.785
C (-0.753634, -1.701903, -1.770678)  -0.665
H (0.589015, -1.844057, -3.412683)  0.296
H (1.285610, -1.066937, -1.935570)  0.237
H (1.070117, -2.792094, -1.919453)  0.254
H (-0.749850, -1.590623, -0.685266)  0.007
H (-1.389982, -2.540547, -2.032020)  0.361
H (-1.263837, -0.802839, -2.119969)  0.282

Forces on atoms 1 to 3 (eV/Å):
C 0.15 0.23 0.02
C -0.73 -0.10 -0.14
C 0.98 0.18 0.03

Properties
E_LUMO ... 0.785 eV
Kohn-Sham gap ... 10.4625 eV
Energy ... -8933.822 eV
Total charge ... 0
E_HOMO ... -9.678 eV
F_max ... 1.00 eV/Å
Relative energy (zero: lowest compared OMol25 entry of this formula, charge and spin) ... 4.4 kcal/mol
SMILES ... CCC(N)=O.CC

---

A molecular structure, C38H28FN6O11ScTe. Source: OMol25; level of theory: ωB97M-V/def2-TZVPD.

Last column: Mulliken charge in e.
Element x y z (Å)
Sc (1.423571, -0.515251, 0.968775)  -0.390
O (-0.913242, -5.816908, 3.567845)  -0.580
C (-0.377160, -4.675171, 3.049594)  1.232
C (-0.050294, -3.590117, 3.861242)  -0.849
C (0.496166, -2.479159, 3.253269)  -0.364
N (0.675522, -2.428463, 1.944713)  1.453
C (0.412922, -3.468815, 1.174443)  0.205
C (-0.120077, -4.637412, 1.684257)  -1.199
C (0.882978, -3.260889, -0.260517)  0.096
O (0.720382, -4.143376, -1.078412)  -0.786
O (1.454641, -2.112155, -0.407731)  -0.200
C (1.119974, -1.293161, 3.978542)  0.550
O (1.032563, -1.225022, 5.199430)  -0.844
O (1.737209, -0.516902, 3.176995)  -0.481
H (-1.044573, -5.689375, 4.512492)  0.302
H (-0.183374, -3.594674, 4.936430)  0.446
H (-0.314919, -5.478184, 1.034622)  0.577
O (6.970370, 2.661391, -2.603663)  -0.739
C (7.066885, 1.578993, -1.997470)  0.491
O (8.046905, 0.833526, -1.812401)  -0.739
C (5.745982, 1.073337, -1.364183)  -0.396
C (5.676339, -0.152125, -0.722611)  -0.868
C (4.480009, -0.569359, -0.165109)  0.551
N (3.380127, 0.199066, -0.142491)  0.509
C (3.438252, 1.377115, -0.782308)  0.970
C (4.585062, 1.824629, -1.419811)  -1.010
C (2.173136, 2.153828, -0.833756)  0.315
C (2.154770, 3.505589, -1.179596)  -0.779
C (0.942117, 4.163296, -1.209003)  -0.896
C (-0.214950, 3.454339, -0.918830)  -1.231
C (-0.104521, 2.113145, -0.616665)  -0.304
N (1.064977, 1.474054, -0.560279)  0.688
C (4.381234, -1.910089, 0.458992)  0.378
C (5.126846, -2.978040, -0.031357)  -0.988
C (5.041675, -4.194657, 0.616326)  -0.595
C (4.242962, -4.297594, 1.744432)  -0.808
C (3.523700, -3.185471, 2.143786)  -0.144
N (3.562539, -2.019709, 1.503746)  0.179
H (6.576095, -0.748186, -0.659602)  0.743
H (4.612904, 2.746359, -1.981988)  0.523
H (3.073945, 4.027378, -1.399175)  0.404
H (0.899490, 5.215389, -1.462609)  0.414
H (-1.190244, 3.922580, -0.940567)  0.465
H (-0.968188, 1.475628, -0.459419)  0.928
H (5.734460, -2.851123, -0.915413)  0.532
H (5.592690, -5.050287, 0.247072)  0.399
H (4.155946, -5.222651, 2.297508)  0.425
H (2.892207, -3.226250, 3.022091)  0.447
F (-4.988251, 1.836894, 0.114606)  -0.392
C (-4.467518, 1.348822, 1.240269)  0.368
C (-3.227880, 1.650694, 1.631655)  -0.137
N (-2.694363, 1.214640, 2.825867)  0.253
C (-1.324530, 1.582814, 3.158999)  -1.956
C (-0.303460, 1.029946, 2.180107)  2.290
O (0.779198, 1.618625, 2.047437)  -0.725
O (-0.594818, -0.030639, 1.541234)  -0.723
C (-3.401892, 0.387220, 3.664927)  0.477
O (-2.999456, -0.012404, 4.737137)  -0.666
N (-4.665781, 0.054483, 3.198031)  -0.027
C (-5.315909, 0.482965, 2.048413)  0.274
O (-6.457757, 0.158982, 1.801465)  -0.669
H (-2.591223, 2.282968, 1.027682)  0.617
H (-1.098366, 1.169286, 4.141411)  0.362
H (-1.230451, 2.668101, 3.198599)  0.244
H (-5.190692, -0.560003, 3.801809)  0.226
C (-5.315436, 3.266777, -4.554081)  -1.466
C (-4.297062, 2.348797, -3.929334)  0.849
C (-4.673832, 1.325626, -3.071693)  -0.993
C (-3.747862, 0.445080, -2.519534)  1.255
C (-4.250296, -0.623345, -1.588478)  -1.813
C (-2.375394, 0.553778, -2.832638)  -0.701
Te (-0.992422, -0.908059, -2.142233)  -0.024
C (-1.984635, 1.626955, -3.665171)  1.403
C (-0.546120, 1.899025, -4.033991)  -1.742
C (-2.942790, 2.488677, -4.195267)  -0.945
H (-6.321692, 3.024676, -4.207843)  0.343
H (-5.311521, 3.186532, -5.644808)  0.317
H (-5.121499, 4.314732, -4.308368)  0.315
H (-5.723947, 1.207020, -2.816178)  0.179
H (-5.287010, -0.431843, -1.301812)  0.375
H (-3.627086, -0.680212, -0.693054)  0.143
H (-4.178272, -1.610348, -2.052043)  0.448
H (0.124019, 1.190462, -3.550214)  0.059
H (-0.260150, 2.913984, -3.745708)  0.282
H (-0.399950, 1.811855, -5.114737)  0.538
H (-2.609869, 3.297386, -4.844113)  0.330

Forces on atoms 1 to 3 (eV/Å):
Sc 0.09 -0.46 0.27
O 0.01 0.02 -0.03
C -0.01 -0.04 0.01

Properties
E_LUMO ... 3.616 eV
Kohn-Sham gap ... 4.8524 eV
Energy ... -102046.617 eV
Total charge ... -2
E_HOMO ... -1.236 eV
F_max ... 0.54 eV/Å
Relative energy (zero: lowest compared OMol25 entry of this formula, charge and spin) ... 30.7 kcal/mol

---

A gas-phase ion, C2H3N2O2 (charge -1). Source: OMol25; level of theory: ωB97M-V/def2-TZVPD.

Last column: Mulliken charge in e.
Element x y z (Å)
O (-3.297991, 1.119539, -0.178439)  -0.782
C (-2.583289, -0.136696, 0.062703)  0.468
O (-2.984211, -1.280772, -0.031993)  -0.621
N (-1.255556, 0.122225, 0.550913)  -0.140
C (-0.104927, -0.367984, -0.107402)  -0.057
N (-0.394943, 1.031566, -0.166609)  -0.506
H (-0.223562, -0.908252, -1.047130)  0.236
H (0.714302, -0.731231, 0.516996)  0.204
H (0.134306, 1.580623, 0.517502)  0.199

Forces on atoms 1 to 3 (eV/Å):
O 3.14 -5.85 1.13
C -3.58 6.43 -1.56
O 0.34 -0.14 0.10

Properties
E_LUMO ... 4.162 eV
Kohn-Sham gap ... 7.6495 eV
Energy ... -9196.455 eV
Total charge ... -1
E_HOMO ... -3.488 eV
F_max ... 7.52 eV/Å
Relative energy (zero: lowest compared OMol25 entry of this formula, charge and spin) ... 28.8 kcal/mol
SMILES ... O=C([O-])N1CN1

---

- Which formula does entry 3 have?
  C38H28FN6O11ScTe